Entry 1:
DFT (wB97M-V/def2-TZVPD) results for C40H38Br4FN4O3S2Y as an isolated structure.

Structure (XYZ):
```
93
Properties=species:S:1:pos:R:3
Y 0.014 -0.146 0.789
N -0.538 3.372 0.761
C -0.444 2.795 -0.594
C -1.312 3.675 -1.468
C -2.081 3.171 -2.449
C -2.191 1.768 -2.602
C -1.658 0.997 -1.595
N -0.915 1.420 -0.574
C 0.313 3.236 1.806
C 0.385 4.274 2.761
C 1.300 4.188 3.778
C 2.124 3.067 3.855
C 1.927 2.066 2.923
N 1.042 2.127 1.939
H -1.025 4.259 0.767
H -1.287 4.741 -1.277
H -2.652 3.834 -3.094
H -2.800 1.338 -3.382
H -1.875 -0.071 -1.583
H -0.279 5.123 2.678
H 1.370 4.978 4.513
H 2.881 2.981 4.620
H 2.521 1.159 2.961
Br -1.047 0.024 7.871
C -0.332 -0.340 6.151
C 0.769 -1.158 6.010
Br 1.568 -1.962 7.531
C 1.278 -1.395 4.735
Br 2.850 -2.444 4.504
C 0.716 -0.880 3.569
O 1.240 -1.088 2.412
C -0.473 -0.048 3.716
O -1.045 0.457 2.677
C -0.921 0.205 5.009
Br -2.395 1.389 5.161
F -1.136 -1.998 1.020
C -3.802 1.368 1.517
S -3.358 -0.408 1.304
C -4.375 -0.560 -0.261
O -4.190 -1.129 2.280
H -4.879 1.501 1.481
H -3.293 1.921 0.734
H -3.418 1.662 2.486
H -4.084 0.221 -0.953
H -5.424 -0.484 0.005
H -4.173 -1.540 -0.684
N 0.165 -1.628 -1.206
S -0.010 -3.100 -0.716
C 0.944 -4.024 -1.991
C 2.163 -3.446 -2.322
C 2.979 -4.023 -3.276
C 2.575 -5.185 -3.916
C 1.371 -5.775 -3.570
C 0.563 -5.211 -2.596
C -1.631 -3.700 -1.311
C -2.015 -3.524 -2.632
C -3.254 -3.969 -3.054
C -4.119 -4.573 -2.154
C -3.749 -4.703 -0.824
C -2.505 -4.267 -0.400
H 0.044 -1.513 -2.208
H 2.441 -2.528 -1.825
H 3.931 -3.573 -3.525
H 3.197 -5.630 -4.682
H 1.058 -6.684 -4.067
H -0.370 -5.686 -2.330
H -1.331 -3.062 -3.331
H -3.543 -3.854 -4.091
H -5.084 -4.926 -2.490
H -4.433 -5.153 -0.119
H -2.205 -4.345 0.632
C 4.098 0.510 -1.702
C 2.617 0.811 -1.521
C 1.872 0.569 -2.821
C 1.965 0.543 -0.208
C 2.189 2.006 -0.643
C 1.063 2.927 -1.160
C 1.433 4.378 -1.066
C 2.440 4.873 -0.343
C 3.351 3.988 0.325
C 3.248 2.666 0.116
H 4.220 -0.479 -2.151
H 4.617 0.509 -0.750
H 4.581 1.240 -2.354
H 2.105 -0.432 -3.191
H 2.169 1.281 -3.598
H 0.798 0.629 -2.677
H 2.749 0.273 0.518
H 0.912 2.708 -2.225
H 0.794 5.055 -1.621
H 2.607 5.946 -0.292
H 4.131 4.393 0.957
H 3.964 2.018 0.601
```

Its total charge is -2. Its strongest force on any atom is 2.58 eV/A. The HOMO-LUMO gap is 5.307 eV.

These are the Mulliken partial charges, in e, on atoms 1 to 4:
1 Y -0.963
2 N 0.716
3 C 0.205
4 C -1.474



Entry 2:
DFT (wB97M-V/def2-TZVPD) results for C42H131AsF6O23 as an isolated structure.

Structure (XYZ):
```
203
Properties=species:S:1:pos:R:3
O 5.022 -1.461 -3.669
H 5.525 -1.797 -2.924
H 5.637 -0.915 -4.164
H 4.357 -0.873 -3.304
As -0.442 0.272 -0.206
F 0.058 -0.772 1.142
F 1.217 0.249 -0.867
F -1.048 1.378 -1.473
F -2.026 0.398 0.524
F 0.082 1.667 0.815
F -0.892 -1.092 -1.221
C 5.597 -0.106 2.656
C 4.235 0.459 2.236
C 3.111 0.197 3.231
O 4.381 1.843 2.134
H 5.658 -1.184 2.506
H 5.765 0.013 3.726
H 6.435 0.354 2.132
H 3.922 0.112 1.251
H 3.139 -0.868 3.461
H 2.128 0.413 2.813
H 3.304 0.730 4.162
H 3.522 2.269 2.076
C 4.309 4.055 5.321
C 2.964 4.419 5.941
C 2.056 3.204 6.166
O 3.086 5.040 7.171
H 4.820 3.305 5.925
H 5.030 4.861 5.190
H 4.121 3.631 4.335
H 2.481 5.061 5.205
H 1.112 3.460 6.647
H 2.581 2.445 6.745
H 1.804 2.713 5.226
H 2.186 5.263 7.417
C -4.436 -3.829 -7.120
C -4.331 -4.737 -5.843
C -3.620 -3.989 -4.701
O -5.643 -4.968 -5.385
H -4.972 -4.341 -7.919
H -3.489 -3.522 -7.564
H -4.991 -2.907 -6.946
H -3.831 -5.660 -6.137
H -3.478 -4.701 -3.888
H -4.196 -3.179 -4.254
H -2.627 -3.617 -4.953
H -6.070 -5.543 -6.024
C 1.857 -4.764 3.344
C 1.086 -3.677 4.049
C -0.369 -4.118 4.464
O 1.831 -3.429 5.231
H 1.769 -5.736 3.829
H 2.913 -4.494 3.324
H 1.539 -4.810 2.302
H 1.006 -2.742 3.495
H -1.016 -4.253 3.597
H -0.945 -3.469 5.123
H -0.438 -5.067 4.995
H 1.234 -3.073 5.893
C -3.791 -0.196 -3.313
C -5.080 -0.109 -2.487
C -4.882 -0.580 -1.040
O -5.464 1.248 -2.408
H -4.075 -0.006 -4.348
H -3.322 -1.167 -3.149
H -2.988 0.513 -3.111
H -5.868 -0.679 -2.981
H -4.635 -1.640 -0.976
H -5.777 -0.410 -0.441
H -4.088 0.041 -0.627
H -4.766 1.772 -2.009
C 0.455 -0.556 5.772
C 0.010 -1.054 7.126
C -1.541 -1.011 7.264
O 0.498 -2.398 7.299
H 1.533 -0.420 5.688
H 0.006 0.420 5.588
H 0.150 -1.198 4.946
H 0.452 -0.417 7.893
H -2.031 -0.122 6.867
H -1.836 -1.085 8.310
H -2.018 -1.839 6.738
H 0.112 -2.673 8.134
C -3.247 -0.187 3.964
C -4.403 -0.667 3.128
C -4.027 -1.877 2.282
O -5.462 -0.920 3.999
H -2.356 0.006 3.367
H -3.018 -0.967 4.691
H -3.459 0.725 4.522
H -4.690 0.189 2.517
H -3.690 -2.687 2.929
H -3.237 -1.611 1.579
H -4.862 -2.343 1.760
H -6.027 -1.574 3.581
C 1.302 -8.182 -1.461
C 0.221 -7.227 -0.972
C 0.683 -6.027 -0.141
O -0.636 -6.710 -2.011
H 2.025 -7.724 -2.135
H 0.924 -9.043 -2.011
H 1.832 -8.611 -0.611
H -0.397 -7.877 -0.353
H 1.181 -6.447 0.733
H -0.121 -5.397 0.240
H 1.450 -5.427 -0.630
H -1.307 -6.186 -1.568
C -5.193 3.228 0.568
C -4.206 3.985 -0.361
C -2.866 4.387 0.270
O -3.693 2.940 -1.220
H -4.676 2.401 1.053
H -5.990 2.788 -0.031
H -5.801 3.900 1.174
H -4.689 4.812 -0.882
H -2.208 4.998 -0.348
H -2.233 3.584 0.648
H -3.035 5.063 1.107
H -3.117 2.320 -0.767
C -1.679 3.631 5.848
C -1.243 4.192 4.481
C -1.320 3.072 3.439
O -2.124 5.222 4.143
H -1.213 2.679 6.100
H -2.738 3.374 5.830
H -1.485 4.302 6.686
H -0.246 4.568 4.711
H -0.684 2.220 3.677
H -0.962 3.411 2.467
H -2.324 2.698 3.236
H -2.958 4.817 3.894
C -1.358 3.898 -3.521
O -0.285 2.957 -3.471
H -1.459 4.233 -2.489
H -1.119 4.737 -4.174
H -2.300 3.427 -3.801
H -0.425 2.250 -2.836
C -2.405 -3.862 -0.929
O -2.656 -5.155 -1.435
H -2.724 -3.100 -1.640
H -2.911 -3.645 0.012
H -1.349 -3.625 -0.799
H -3.576 -5.375 -1.271
C 1.771 -3.143 -2.392
O 2.986 -3.815 -2.163
H 1.832 -2.117 -2.031
H 1.610 -3.084 -3.469
H 0.933 -3.630 -1.893
H 3.044 -4.720 -2.476
C 5.215 3.982 -0.487
O 5.302 4.267 -1.912
H 4.242 4.133 -0.019
H 5.439 2.929 -0.312
H 5.990 4.549 0.028
H 6.238 4.363 -2.103
C -2.400 2.683 -6.879
O -3.395 3.626 -6.716
H -2.730 1.712 -7.248
H -1.533 3.018 -7.449
H -2.139 2.502 -5.836
H -3.862 3.625 -7.555
C 4.252 -2.785 0.437
O 5.498 -3.448 0.581
H 3.455 -3.497 0.222
H 3.994 -2.286 1.371
H 4.390 -1.968 -0.271
H 5.330 -4.243 1.092
C 2.020 4.606 1.941
O 1.940 3.180 1.997
H 1.169 5.198 1.605
H 2.229 4.972 2.946
H 2.793 4.990 1.275
H 1.091 2.915 1.637
C 1.834 5.558 -2.344
O 3.103 6.110 -2.385
H 1.856 4.801 -1.559
H 1.045 6.296 -2.207
H 1.615 5.156 -3.333
H 3.743 5.404 -2.268
C 3.272 1.508 -2.623
O 3.269 0.085 -2.361
H 3.532 2.104 -1.748
H 4.055 1.595 -3.378
H 2.263 1.786 -2.926
H 2.493 -0.037 -1.810
C -0.258 -0.373 -4.295
O 0.190 -0.434 -5.596
H -0.855 0.530 -4.165
H -0.745 -1.330 -4.111
H 0.610 -0.288 -3.640
H -0.590 -0.561 -6.140
C 3.223 -0.972 -7.000
O 2.870 -0.772 -5.648
H 2.967 -0.067 -7.551
H 4.307 -1.044 -7.096
H 2.687 -1.806 -7.453
H 1.913 -0.711 -5.587
C 1.989 2.472 -6.100
O 1.128 3.561 -5.851
H 2.586 2.744 -6.970
H 2.582 2.214 -5.222
H 1.403 1.568 -6.265
H 0.708 3.276 -5.037
```

Its strongest force on any atom is 3.57 eV/A. The HOMO-LUMO gap is 7.703 eV.

These are the Mulliken partial charges, in e, on atoms 1 to 4:
1 O -0.375
2 H 0.446
3 H 0.472
4 H 0.326



Entry 3:
DFT (wB97M-V/def2-TZVPD) results for C22H35CrNO3P2S as an isolated structure.

Structure (XYZ):
```
65
Properties=species:S:1:pos:R:3
P 0.070 -1.424 -5.916
P 0.090 1.760 -5.769
C -0.300 -0.450 -7.470
C 0.371 0.912 -7.431
H -1.400 -0.388 -7.575
H 0.122 -1.041 -8.297
H 1.463 0.860 -7.605
H -0.087 1.561 -8.191
C -1.549 2.457 -6.265
H -1.863 3.209 -5.537
H -2.295 1.656 -6.313
H -1.439 2.915 -7.251
C 1.188 3.148 -6.266
H 0.808 3.546 -7.210
H 2.197 2.749 -6.410
H 1.187 3.915 -5.490
C -1.027 -2.798 -6.401
H -0.939 -3.604 -5.670
H -0.698 -3.117 -7.393
H -2.051 -2.412 -6.438
C 1.709 -2.034 -6.496
H 2.428 -1.210 -6.528
H 1.557 -2.437 -7.498
H 2.068 -2.814 -5.823
Cr 0.051 -0.045 -0.466
C 0.718 1.613 -1.779
C -0.688 1.546 -1.816
C -1.591 0.872 -2.823
C -1.981 -0.602 -2.491
C -0.860 -1.420 -1.909
C 0.527 -1.361 -2.141
C 1.289 -0.504 -3.123
C 1.738 0.895 -2.619
C 0.320 -1.628 0.837
H 1.130 2.478 -1.250
H -1.203 2.279 -1.176
H -1.196 0.940 -3.854
H -2.519 1.472 -2.854
H -2.826 -0.566 -1.771
H -2.398 -1.133 -3.368
H -1.194 -2.351 -1.433
H 1.091 -2.239 -1.778
H 0.710 -0.360 -4.064
H 2.179 -1.082 -3.425
H 2.663 0.743 -2.029
H 2.046 1.552 -3.457
H 1.172 -1.400 1.502
H 0.481 -2.595 0.333
H -0.581 -1.695 1.477
O -2.302 0.685 1.545
C -1.237 1.130 1.986
N -0.078 1.156 1.204
S 1.279 1.816 1.905
O 2.306 0.822 2.129
O 1.624 3.092 1.326
C 0.392 2.051 3.425
C 0.945 2.456 4.636
C 0.136 2.468 5.783
C -1.230 2.100 5.682
C -1.769 1.736 4.446
C -0.934 1.694 3.313
H 1.990 2.749 4.662
H 0.560 2.753 6.755
H -1.844 2.121 6.593
H -2.825 1.497 4.345
```

Its strongest force on any atom is 3.03 eV/A. The HOMO-LUMO gap (spin up / spin down) is 8.316 / 7.726 eV. The multiplicity is 5.

These are the Mulliken partial charges, in e, on atoms 1 to 4:
1 P 1.420
2 P 1.039
3 C -1.380
4 C -1.321